1.
Here is a 11-piece molecular cluster, C34H98N7O14 overall in a non-equilibrium geometry from the OMol25 dataset. Energies are from ωB97M-V with the def2-TZVPD basis set.

Last column: Mulliken charge in e.
Positions of all 153 atoms, in Å:
O 10.78 22.45 -12.96  3.230
H 11.71 22.69 -13.06  -0.339
H 10.36 23.07 -12.36  -0.661
H 10.61 21.53 -12.73  -0.196
C 9.34 19.43 -15.28  -1.028
C 9.11 18.11 -14.51  0.807
C 8.67 16.88 -15.36  -1.164
O 9.34 16.85 -16.68  -0.312
C 9.07 15.60 -17.34  -0.816
N 10.33 17.74 -13.77  -0.670
H 10.17 19.38 -15.99  0.349
H 9.43 20.37 -14.73  -0.035
H 8.57 19.67 -16.02  0.545
H 8.29 18.18 -13.79  -0.056
H 7.61 17.06 -15.53  0.437
H 8.87 15.94 -14.85  0.441
H 9.53 14.81 -16.75  0.336
H 9.65 15.58 -18.27  0.263
H 8.03 15.40 -17.59  0.301
H 11.12 17.64 -14.40  0.246
H 10.37 16.79 -13.45  0.264
C 14.06 22.54 -11.11  -1.182
C 14.18 23.06 -12.56  1.213
C 14.33 22.06 -13.71  -1.580
O 13.19 21.17 -13.61  0.167
C 13.27 19.89 -14.27  -0.579
N 13.06 23.97 -12.74  0.832
H 14.66 21.64 -10.95  0.067
H 13.04 22.28 -10.83  0.150
H 14.40 23.28 -10.38  0.211
H 15.06 23.70 -12.66  0.538
H 15.28 21.53 -13.61  0.515
H 14.18 22.58 -14.65  0.273
H 13.23 20.02 -15.35  0.333
H 12.39 19.38 -13.89  -0.363
H 14.09 19.26 -13.92  0.322
H 13.41 24.62 -13.44  -0.596
H 13.08 24.61 -11.96  -0.571
C 8.48 25.14 -11.80  -1.270
C 9.48 24.86 -10.64  1.695
C 8.92 25.39 -9.29  -2.068
O 9.70 25.09 -8.09  -0.511
C 8.97 25.36 -6.89  -0.645
N 9.85 23.43 -10.60  -0.009
H 8.94 24.98 -12.78  -0.270
H 8.28 26.20 -11.68  0.777
H 7.55 24.59 -11.64  -0.035
H 10.38 25.41 -10.91  -0.363
H 7.99 24.84 -9.16  0.897
H 8.51 26.39 -9.34  0.480
H 9.53 25.06 -6.01  0.007
H 8.05 24.78 -6.83  0.312
H 8.69 26.41 -6.85  0.294
H 9.02 22.86 -10.50  0.231
H 10.41 23.25 -9.78  -0.072
C 6.62 22.89 -15.82  -1.432
C 7.48 24.01 -15.17  2.165
C 8.91 24.19 -15.75  -0.404
O 9.56 22.92 -15.79  0.136
C 10.58 22.85 -16.75  -0.698
N 6.78 25.32 -15.19  -0.729
H 7.06 21.89 -15.78  0.082
H 6.40 23.07 -16.87  0.447
H 5.64 22.81 -15.34  0.443
H 7.71 23.83 -14.12  -1.246
H 9.58 24.92 -15.30  -0.428
H 8.75 24.45 -16.79  0.773
H 11.26 23.70 -16.67  0.150
H 10.18 22.76 -17.75  0.336
H 11.16 21.95 -16.54  0.022
H 6.70 25.69 -16.13  0.291
H 7.27 26.02 -14.63  0.225
C 9.77 29.00 -8.97  -1.538
C 10.80 28.58 -10.05  1.412
C 11.54 29.79 -10.70  -1.041
O 12.34 29.24 -11.71  0.525
C 13.02 30.22 -12.49  -1.016
N 11.69 27.54 -9.46  -0.323
H 10.11 29.70 -8.21  0.419
H 9.36 28.16 -8.41  0.084
H 9.02 29.51 -9.57  0.443
H 10.36 28.07 -10.91  -0.391
H 12.11 30.42 -10.02  0.454
H 10.66 30.29 -11.10  0.407
H 13.49 30.89 -11.77  0.378
H 12.34 30.90 -13.00  0.298
H 13.74 29.71 -13.13  0.233
H 11.09 26.76 -9.22  -0.324
H 12.09 27.65 -8.54  0.274
C 11.38 27.13 -16.24  -1.558
C 11.66 26.98 -14.77  2.222
C 13.19 26.88 -14.42  0.107
O 13.77 25.67 -14.99  -0.494
C 15.20 25.53 -14.88  -0.877
N 11.02 28.11 -14.10  -0.598
H 11.58 26.21 -16.79  0.258
H 11.91 27.95 -16.71  0.436
H 10.30 27.26 -16.31  0.497
H 11.14 26.08 -14.43  -1.637
H 13.35 26.91 -13.35  -0.423
H 13.74 27.78 -14.69  0.821
H 15.73 26.41 -15.24  0.388
H 15.50 24.72 -15.55  0.308
H 15.61 25.30 -13.90  0.209
H 11.27 28.13 -13.12  -0.162
H 11.42 28.93 -14.53  0.347
C 9.71 19.04 -9.85  -1.841
C 10.67 19.98 -10.57  1.324
C 12.10 19.45 -10.57  -0.569
O 12.64 19.30 -9.29  -0.420
C 14.02 19.03 -9.34  -0.724
N 10.13 20.19 -11.88  0.953
H 9.60 18.12 -10.44  0.354
H 8.77 19.56 -9.64  0.320
H 10.05 18.71 -8.87  0.441
H 10.68 20.92 -10.02  -0.586
H 12.76 19.95 -11.28  0.032
H 12.05 18.45 -11.00  0.505
H 14.59 19.87 -9.72  0.205
H 14.36 18.18 -9.94  0.325
H 14.28 18.82 -8.30  0.332
H 9.14 20.15 -11.73  -0.224
H 10.23 19.37 -12.47  -0.705
C 6.21 22.08 -10.99  -0.629
C 6.71 21.42 -12.31  0.413
O 7.19 20.11 -12.14  -0.543
O 7.35 22.27 -10.15  -0.493
H 5.47 21.47 -10.47  0.438
H 5.75 23.07 -11.08  0.385
H 7.53 22.00 -12.74  -0.778
H 5.91 21.44 -13.05  0.358
H 6.50 19.68 -11.62  0.347
H 7.01 22.62 -9.33  0.178
C 13.17 24.15 -7.53  0.036
C 12.86 24.10 -6.03  -0.700
O 11.93 25.06 -5.60  -0.602
O 11.97 23.77 -8.16  0.005
H 13.89 23.37 -7.79  0.368
H 13.48 25.13 -7.89  -0.047
H 13.79 24.31 -5.50  0.337
H 12.44 23.17 -5.66  0.316
H 11.17 24.80 -5.07  0.293
H 11.29 24.41 -7.93  0.248
C 15.48 27.76 -10.90  -0.729
C 14.98 26.34 -10.50  -0.676
O 13.67 26.04 -10.85  0.844
O 14.78 28.76 -10.16  -0.640
H 15.46 27.94 -11.97  0.142
H 16.53 27.77 -10.59  0.483
H 15.17 26.12 -9.45  0.282
H 15.56 25.64 -11.10  0.436
H 13.06 26.71 -10.54  -0.359
H 13.88 28.81 -10.51  0.151

- E_LUMO: -1.684 eV
- Multiplicity: 1
- Total charge: +1
- DFT total energy: -75931.9513 eV
- Gap between HOMO and LUMO: 9.48 eV
- Maximum force: 3.167 eV/A


2.
Here is C19H29N4O2RuSe as an isolated structure from the OMol25 dataset. Energies are from ωB97M-V with the def2-TZVPD basis set.

Last column: Mulliken charge in e.
Positions of all 56 atoms, in Å:
Ru -0.50 0.72 0.02  -0.557
C 0.75 2.60 -3.15  -1.251
C -0.63 3.15 -2.76  0.523
C -1.67 2.73 -3.79  -1.698
C -0.99 2.75 -1.35  0.834
C -0.14 3.06 -0.28  -0.683
C -0.50 2.77 1.06  -1.065
C -1.73 2.18 1.40  0.970
C -2.16 2.01 2.81  -1.608
C -2.50 1.69 0.32  -0.810
C -2.15 1.97 -1.02  -0.655
H 1.01 2.93 -4.15  0.437
H 0.74 1.51 -3.13  0.239
H 1.55 2.96 -2.49  0.383
H -0.57 4.24 -2.75  0.369
H -1.74 1.64 -3.87  0.348
H -1.38 3.10 -4.78  0.435
H -2.66 3.14 -3.57  0.424
H 0.79 3.57 -0.49  0.964
H 0.18 3.05 1.86  0.422
H -2.98 2.70 2.99  0.399
H -1.36 2.24 3.51  0.393
H -2.54 1.00 2.98  0.348
H -3.39 1.11 0.52  0.496
H -2.78 1.61 -1.82  0.564
C 2.90 -0.46 2.38  -1.662
C 1.57 -0.23 1.75  0.371
N 1.39 0.40 0.63  0.840
O 2.53 0.72 -0.08  -0.544
C 0.36 -0.72 2.35  0.247
C 0.28 -1.51 3.60  -1.562
N -0.71 -0.49 1.61  1.453
O -1.84 -0.93 1.87  -0.827
H 3.71 -0.15 1.73  0.449
H 3.01 -1.52 2.62  0.389
H 2.94 0.09 3.32  0.384
H 2.39 1.62 -0.43  0.401
H 0.41 -2.58 3.42  0.289
H -0.70 -1.37 4.05  0.387
H 1.04 -1.20 4.31  0.461
C -1.81 -3.71 0.15  -0.700
N -0.38 -3.59 -0.17  0.277
C 0.56 -4.56 0.08  -0.372
C 1.72 -4.15 -0.48  -0.417
N 1.47 -2.93 -1.06  0.245
C 2.44 -2.18 -1.87  -0.706
C 0.19 -2.59 -0.85  -0.407
Se -0.69 -1.07 -1.57  0.009
H -1.95 -4.60 0.75  0.299
H -2.38 -3.80 -0.77  0.372
H -2.14 -2.84 0.72  0.212
H 0.31 -5.46 0.61  0.491
H 2.68 -4.62 -0.53  0.485
H 3.35 -2.76 -1.93  0.313
H 2.64 -1.22 -1.41  0.234
H 2.04 -2.03 -2.87  0.365

- E_LUMO (spin up / spin down): -6.545 / -8.077 eV
- Multiplicity: 2
- Total charge: +2
- DFT total energy: -98141.4823 eV
- Gap between HOMO and LUMO (spin up / spin down): 7.97 / 6.53 eV
- Maximum force: 0.749 eV/A


3.
Here is a 2-piece molecular cluster, C10H21N2 overall in a non-equilibrium geometry from the OMol25 dataset. Energies are from ωB97M-V with the def2-TZVPD basis set.

Last column: Mulliken charge in e.
Positions of all 33 atoms, in Å:
C 1.45 1.66 -1.84  -1.230
C 1.27 0.43 -1.45  -0.039
C -2.28 -2.80 -0.29  -0.717
C -2.45 -1.28 -0.23  0.230
C -1.27 -1.82 -0.94  -0.368
C -3.50 -0.70 -1.15  -1.462
C 0.47 1.55 2.16  -0.799
C 2.60 0.29 1.49  -1.036
C 0.02 -1.33 -0.16  -0.863
C 0.24 0.04 -0.57  0.401
N 2.11 2.36 0.73  -0.925
N 1.50 1.22 1.07  0.605
H 2.24 2.13 -2.47  0.364
H 0.68 2.42 -1.58  0.458
H 2.04 -0.27 -1.73  0.414
H -1.89 -3.50 0.52  0.226
H -2.85 -3.38 -1.03  0.277
H -2.36 -0.79 0.77  0.352
H -1.26 -1.63 -2.03  0.451
H -4.43 -1.05 -0.61  0.364
H -3.43 -0.93 -2.21  0.358
H -3.39 0.38 -1.04  0.347
H -0.09 0.57 2.54  0.242
H 0.96 2.05 3.02  0.325
H -0.20 2.18 1.61  0.340
H 3.23 0.44 2.44  0.329
H 2.27 -0.83 1.79  0.239
H 3.25 0.22 0.62  0.465
H -0.38 -1.39 0.87  0.214
H 0.97 -1.87 -0.31  0.499
H -0.63 0.68 -0.58  0.336
H 3.16 2.37 0.88  0.326
H 1.99 2.56 -0.29  0.277

- E_LUMO (spin up / spin down): -5.082 / -5.082 eV
- Multiplicity: 1
- Total charge: +1
- DFT total energy: -13678.7228 eV
- Gap between HOMO and LUMO (spin up / spin down): 8.17 / 8.17 eV
- Maximum force: 4.658 eV/A


Summary of molar mass in g mol⁻¹
829.19 525.50 169.29
(order as listed above)